{
  "formula": "C11H14N2O",
  "method": "wB97M-V/def2-TZVPD",
  "species": ["O", "N", "N", "C", "C", "C", "C", "C", "C", "C", "C", "C", "C", "C", "H", "H", "H", "H", "H", "H", "H", "H", "H", "H", "H", "H", "H", "H"],
  "coordinates": [[1.13266, -3.50080, 1.79156], [-1.44551, 2.00163, -1.74813], [-1.53637, -0.19074, -1.63009], [1.35542, -2.27583, 1.24399], [-1.11898, 0.89702, -2.34317], [-2.25660, 1.65475, -0.67476], [1.75872, 1.75930, -0.16216], [1.57199, -1.27754, 2.16399], [1.56985, 0.04268, 1.74970], [1.41274, -1.98733, -0.12334], [-2.33147, 0.27696, -0.56022], [1.36947, -0.64364, -0.52431], [-2.78677, 2.61820, 0.31984], [1.64551, 0.41055, 0.43274], [1.02100, 2.29163, -0.81429], [1.30631, -4.23099, 1.19046], [1.31257, -1.62414, 3.17405], [-3.87325, 2.65750, 0.23881], [-1.06634, -1.06290, -1.41025], [2.53358, 1.77050, -0.95234], [0.96468, -0.27741, -1.46496], [1.29315, -2.77658, -0.84619], [1.99036, 2.53409, 0.59936], [1.63776, 0.94068, 2.42977], [-2.58118, 2.36341, 1.36999], [-3.06093, -0.33300, -0.09561], [-2.29969, 3.58259, 0.04629], [-0.46502, 0.66522, -3.17448]],
  "forces_ev_per_a": [[0.0, -0.6, -0.1], [-1.0, 0.8, -0.2], [-1.8, -0.5, 1.4], [1.3, 0.1, -0.4], [1.1, -1.7, 1.2], [0.6, -1.8, 0.6], [0.8, 2.6, -0.5], [-2.0, -0.3, 0.8], [1.5, 2.4, 1.1], [-1.1, 0.8, -0.3], [1.1, 1.8, -2.2], [0.7, 0.5, 1.8], [0.2, 1.0, -0.4], [-2.2, -2.3, -2.8], [-0.8, -1.3, 1.0], [0.0, 0.2, -0.2], [0.7, 0.7, -0.1], [0.0, 0.5, -0.1], [0.0, 0.0, -1.1], [0.5, -0.2, 0.9], [1.0, -0.6, -0.3], [-0.2, -0.2, -0.2], [0.2, -0.5, -0.4], [-0.1, -1.4, -0.2], [0.3, 0.0, -0.5], [0.0, -0.6, 0.8], [-0.7, -0.4, 0.5], [0.0, 0.8, -0.1]],
  "lowdin_charge": [0.05, 0.09, 0.02, -0.35, -0.23, -0.35, -0.08, -0.03, -0.05, -0.02, -0.04, -0.04, -0.06, -0.28, 0.07, 0.11, 0.13, 0.07, 0.12, 0.08, 0.08, 0.10, 0.08, 0.13, 0.08, 0.10, 0.09, 0.12],
  "e_above_lowest_kj_mol": 269.7,
  "mol_weight_g_mol": 190.2,
  "total_charge": 0,
  "homo_energy_ha": -0.3068
}



{
  "formula": "C11H14N2O",
  "method": "wB97M-V/def2-TZVPD",
  "species": ["O", "N", "N", "C", "C", "C", "C", "C", "C", "C", "C", "C", "C", "C", "H", "H", "H", "H", "H", "H", "H", "H", "H", "H", "H", "H", "H", "H"],
  "coordinates": [[3.07687, -2.71392, -2.87899], [1.49471, -1.93616, -1.46636], [1.12310, 0.79232, 0.48700], [1.17354, 0.20696, 1.79911], [-0.88042, 1.76461, -0.80316], [2.14844, -1.96249, -2.68750], [1.61337, -0.97899, -3.65958], [-0.95475, 0.60604, 1.42547], [-0.47505, -0.45370, 3.68706], [-0.24041, 1.15119, 0.29470], [-0.03764, 0.06092, 2.36329], [-2.36317, 0.79434, 1.40125], [-2.94955, 1.53075, 0.42417], [-2.20779, 2.05159, -0.66667], [-2.93675, 0.39315, 2.26228], [2.19710, -0.05646, -3.57976], [1.05553, -1.14614, -1.03007], [1.90214, -1.45991, -4.59386], [-1.38984, -0.24589, 4.26838], [0.52230, -0.79331, -3.55230], [-2.83383, 2.48207, -1.44315], [0.13365, 0.01874, 4.45531], [-0.38450, 1.86078, -1.76523], [-0.22973, -1.48546, 3.75843], [1.89296, 0.83180, -0.15155], [1.43682, -2.78912, -0.89021], [-4.04595, 1.57908, 0.46226], [2.15887, -0.10280, 2.07970]],
  "forces_ev_per_a": [[-0.3, -0.2, -0.6], [-0.2, -1.5, 1.0], [-2.5, -0.2, 2.2], [1.5, 0.1, -2.0], [0.7, -0.4, 0.2], [-0.3, 0.1, 2.2], [0.1, 0.1, -0.7], [-0.7, 2.0, -2.2], [1.3, 0.5, 1.9], [0.8, -1.5, 0.3], [-1.6, 0.7, -0.3], [1.0, -0.7, 2.0], [-0.6, 0.1, -0.4], [-1.6, -0.8, 0.2], [0.2, 0.2, -0.8], [-0.2, 0.0, 0.0], [-0.4, 0.2, -0.5], [-0.5, 0.5, -0.4], [-0.6, -0.1, -1.8], [0.9, -0.1, -0.2], [0.6, 0.1, -0.2], [0.9, 0.0, 0.0], [0.2, 0.5, 0.3], [-0.1, -1.1, 0.2], [0.1, 0.3, 0.0], [0.7, 0.8, -0.6], [0.5, 0.4, -0.2], [0.2, -0.2, 0.6]],
  "lowdin_charge": [0.05, 0.13, 0.06, -0.05, -0.04, -0.61, -0.02, -0.14, -0.05, -0.18, -0.24, -0.04, -0.11, -0.10, 0.12, 0.09, 0.06, 0.09, 0.09, 0.09, 0.10, 0.08, 0.10, 0.07, 0.13, 0.12, 0.11, 0.11],
  "e_above_lowest_kj_mol": 152.0,
  "mol_weight_g_mol": 190.2,
  "total_charge": 0,
  "homo_energy_ha": -0.3040
}



{
  "formula": "C11H14N2O",
  "method": "wB97M-V/def2-TZVPD",
  "species": ["O", "N", "N", "C", "C", "C", "C", "C", "C", "C", "C", "C", "C", "C", "H", "H", "H", "H", "H", "H", "H", "H", "H", "H", "H", "H", "H", "H"],
  "coordinates": [[-0.55781, 2.51619, -0.03083], [0.13385, 0.23029, 4.55548], [-0.79080, -1.61733, 3.65863], [1.12195, -0.57505, 4.24231], [-0.48048, -0.16075, -5.00682], [-0.43086, -0.24124, -2.47731], [1.17238, -2.75450, 2.68929], [-0.34407, 1.79372, -1.19777], [0.54795, -1.75488, 3.58521], [-0.20054, 0.34521, -1.25331], [-0.37097, 0.49889, -3.59813], [-0.34332, 1.90803, -3.52094], [-0.44695, 2.60278, -2.33879], [-1.03376, -0.35023, 4.30923], [0.72334, -2.72199, 1.69275], [0.23011, -0.97502, -4.97991], [2.27858, -2.39422, 2.76473], [-0.51882, -1.32496, -2.38320], [-1.38044, -0.80074, -5.10990], [-0.37062, 2.07431, 0.75039], [0.09766, -0.15510, -0.29715], [2.09820, -0.35521, 4.33265], [-0.46401, 3.71234, -2.38115], [-0.15052, 0.57063, -5.72800], [0.27370, 1.27063, 4.91131], [-2.06548, 0.03538, 4.20264], [0.09841, 2.38803, -4.45124], [1.17333, -3.76522, 3.05986]],
  "forces_ev_per_a": [[0.0, 1.1, -2.4], [-0.9, 4.5, 2.0], [-0.8, 3.3, 1.7], [-1.2, -4.5, -2.9], [0.7, -0.8, 2.4], [0.9, -1.7, 2.4], [2.7, 1.1, 0.9], [-0.7, -0.4, 0.8], [-0.8, 3.3, 1.7], [-0.2, 3.4, 1.7], [-1.4, 1.0, -3.0], [1.7, -0.6, -2.0], [0.6, -0.5, -0.2], [-1.3, -4.2, -3.1], [0.4, 0.1, 0.1], [0.8, -0.1, -0.3], [-1.6, -1.0, -1.1], [0.1, 0.1, -0.9], [-0.2, 1.4, -0.5], [0.6, -1.7, 2.1], [-0.8, 0.1, -1.1], [3.1, 1.0, 0.5], [0.0, -1.0, 0.6], [-0.7, -0.2, -0.7], [-0.5, -3.3, -0.9], [1.2, 0.2, 0.7], [-1.5, -0.1, 1.0], [-0.3, -0.4, 0.2]],
  "lowdin_charge": [0.04, -0.02, 0.07, -0.10, -0.04, -0.10, -0.06, -0.27, -0.37, -0.01, -0.29, -0.07, -0.03, -0.17, 0.07, 0.06, 0.11, 0.12, 0.09, 0.05, 0.12, 0.07, 0.13, 0.06, 0.22, 0.11, 0.13, 0.06],
  "e_above_lowest_kj_mol": 373.4,
  "mol_weight_g_mol": 190.2,
  "total_charge": 0,
  "homo_energy_ha": -0.2991
}



{
  "formula": "C11H14N2S",
  "method": "wB97M-V/def2-TZVPD",
  "species": ["S", "N", "N", "C", "C", "C", "C", "C", "C", "C", "C", "C", "C", "C", "H", "H", "H", "H", "H", "H", "H", "H", "H", "H", "H", "H", "H", "H"],
  "coordinates": [[-2.06179, 1.32895, 1.19607], [3.51660, 1.40029, -0.14591], [2.35081, 1.96426, -2.10173], [-1.47369, -1.15909, 0.34999], [-0.93607, 0.13664, 0.19995], [3.86484, 0.81572, 0.90225], [1.24232, 2.62458, -1.48900], [-3.39625, -2.46604, 1.40560], [0.08775, 0.66395, -0.53885], [3.37122, 1.47286, -1.44258], [0.38388, 2.03274, -0.61954], [-2.97103, -0.01354, 1.57528], [-0.97171, -2.35560, -0.35873], [-2.61197, -1.25687, 1.06183], [-0.18610, -2.11835, -1.10986], [-2.79059, -3.22225, 2.08188], [-3.64771, -3.25071, 0.57306], [-0.55929, -3.06118, 0.44436], [2.40955, 2.38861, -2.95420], [3.83308, -0.28779, 1.00431], [-1.65510, -2.88784, -0.94866], [4.21358, 1.52380, 1.78702], [-3.79136, -0.01825, 2.27443], [4.25097, 1.34335, -2.03160], [-0.30245, 2.66835, -0.07420], [1.37409, 3.72205, -1.62361], [0.77805, 0.09382, -1.22002], [-4.32163, -2.08245, 1.80244]],
  "forces_ev_per_a": [[1.0, -1.6, -0.9], [-0.4, 0.0, -1.4], [-2.5, -0.4, 2.7], [0.5, -1.3, -2.1], [-0.1, 2.5, 0.4], [0.7, 1.1, 1.9], [0.2, 0.1, 2.0], [0.8, -3.2, -0.5], [0.5, -2.1, -0.4], [0.9, 0.4, 1.0], [-0.2, 2.4, -0.8], [-0.3, 0.0, 0.7], [3.1, -0.1, 0.8], [-0.4, 0.1, 0.6], [-0.1, -0.1, 0.9], [-1.3, 1.9, -0.6], [0.4, 2.0, 0.9], [-0.4, 0.7, -1.2], [1.6, 0.5, -3.3], [0.0, 0.7, 0.1], [-1.6, -0.7, -0.3], [-0.6, -1.8, -1.7], [-0.3, 0.8, 0.1], [0.7, -0.4, -0.3], [0.2, 0.5, -0.2], [-0.8, -0.8, 0.2], [-1.1, -0.3, 1.0], [-0.4, -0.7, 0.6]],
  "lowdin_charge": [1.16, 0.10, 0.10, -0.24, -0.28, 0.13, 0.00, -0.02, -0.04, -0.06, -0.09, -0.29, 0.01, -0.31, 0.09, 0.15, 0.14, 0.15, 0.13, 0.13, 0.08, 0.17, 0.11, 0.18, 0.09, 0.17, 0.15, 0.08],
  "e_above_lowest_kj_mol": 10.9,
  "mol_weight_g_mol": 206.3,
  "total_charge": 2,
  "homo_energy_ha": [-0.5887, -0.5888]
}



{
  "formula": "C11H14N2Si",
  "method": "wB97M-V/def2-TZVPD",
  "species": ["Si", "N", "N", "C", "C", "C", "C", "C", "C", "C", "C", "C", "C", "C", "H", "H", "H", "H", "H", "H", "H", "H", "H", "H", "H", "H", "H", "H"],
  "coordinates": [[-0.72448, 0.26538, 0.02989], [-0.30098, -0.45588, -1.48729], [0.51424, 1.46136, 0.43942], [-0.57742, -0.68114, -3.69333], [-0.92096, -1.93125, -3.12858], [-0.61297, -1.00775, 1.35432], [1.72187, 3.03441, 1.54215], [0.49331, -1.53941, 1.86796], [-0.10895, 0.11227, -2.70135], [0.42093, 2.54653, 1.25114], [-1.87979, -1.37735, 2.07759], [2.59941, 2.12070, 0.92230], [-0.70825, -1.79499, -1.78433], [1.85545, 1.16693, 0.27957], [-0.67028, -2.49122, -0.91916], [-2.61405, -1.81023, 1.44104], [-1.99556, 0.75953, -0.30229], [-0.01883, 1.15176, -2.74860], [-1.25791, -2.69576, -3.72545], [1.98788, 3.76520, 2.21608], [0.32903, -2.24391, 2.67932], [1.63982, -1.39601, 1.58097], [2.23600, 0.41692, -0.36069], [-2.17243, -0.27463, 2.32167], [3.58694, 2.07968, 1.02496], [-0.56786, -0.40232, -4.74419], [-0.52212, 3.06521, 1.61103], [-1.73203, -1.84403, 2.95581]],
  "forces_ev_per_a": [[2.1, -0.5, 0.0], [0.8, -2.9, -0.6], [-0.5, -0.5, -0.6], [0.7, 0.0, -1.0], [0.8, 2.0, 1.2], [0.3, -1.1, 0.4], [-2.3, -2.9, -1.4], [2.7, 0.0, -0.6], [-1.5, 1.0, -0.1], [0.5, 2.9, 1.4], [-0.4, 5.1, -2.4], [-3.6, -0.3, -0.1], [0.1, 0.0, 1.8], [0.3, 1.2, 0.2], [-0.4, 0.4, -1.0], [-0.8, -0.4, -0.3], [-1.4, 1.0, 0.4], [0.7, 1.4, -0.2], [-0.6, -2.0, -0.7], [0.3, 1.7, 1.1], [0.4, 0.0, 0.0], [-2.8, 0.0, 0.4], [-0.1, -0.8, -0.4], [-0.7, -1.9, 0.1], [3.9, 0.1, 0.2], [-0.1, -0.2, 0.3], [1.1, -1.2, -0.8], [0.5, -1.9, 2.9]],
  "lowdin_charge": [0.66, -0.16, -0.15, -0.10, -0.08, -0.43, -0.07, 0.00, -0.18, -0.15, -0.10, -0.09, -0.11, -0.15, 0.11, 0.07, 0.02, 0.10, 0.07, 0.06, 0.06, 0.11, 0.10, 0.11, 0.05, 0.10, 0.13, 0.03],
  "e_above_lowest_kj_mol": 0.0,
  "mol_weight_g_mol": 202.3,
  "total_charge": 0,
  "homo_energy_ha": -0.3038
}



{
  "formula": "C11H14N3",
  "method": "wB97M-V/def2-TZVPD",
  "species": ["N", "N", "N", "C", "C", "C", "C", "C", "C", "C", "C", "C", "C", "C", "H", "H", "H", "H", "H", "H", "H", "H", "H", "H", "H", "H", "H", "H"],
  "coordinates": [[-1.20594, 0.12574, -2.35171], [-0.89572, -0.42393, -0.35874], [2.26094, -0.75720, 0.08799], [1.05416, 0.52165, 1.53536], [0.48449, 2.65896, 0.81316], [3.06807, -1.58707, 0.92154], [-0.35952, 0.23382, -1.33597], [-2.80799, -1.90576, 0.26533], [0.55350, 1.71285, 1.91561], [-2.04896, -0.97994, -0.61987], [1.56746, 0.24907, 0.25669], [-2.27715, -0.59660, -1.99873], [0.45000, 2.36404, -0.46467], [0.89355, 1.05850, -0.99009], [0.07026, 3.10724, -1.18583], [-1.94214, -2.61714, 0.53279], [0.10039, 3.64541, 0.92865], [-3.08471, -1.24755, 1.12433], [-3.25458, -0.59605, -2.52350], [3.64891, -1.00387, 1.67410], [1.62730, 1.23527, -1.79532], [3.71354, -2.10524, 0.10427], [2.41201, -2.21072, 1.51361], [-0.01231, 1.98050, 2.75767], [-0.95621, 0.41998, -3.32158], [0.96979, -0.33264, 2.25512], [-0.48303, -0.40314, 0.52426], [-3.54608, -2.54618, -0.26446]],
  "forces_ev_per_a": [[1.6, 1.4, -2.3], [0.4, -0.4, 1.5], [1.2, -0.1, -3.0], [-1.3, 0.7, 4.6], [-1.3, 1.5, 0.3], [0.8, 0.2, -0.9], [2.1, 1.5, -0.9], [2.4, -0.3, 0.4], [0.7, -0.7, -2.8], [-3.6, -0.2, -5.4], [-0.4, 0.2, -1.6], [-2.3, -1.5, 3.1], [0.0, 0.5, -1.5], [0.5, -1.8, 0.7], [0.4, -0.4, 0.4], [-1.6, 0.7, 0.4], [0.0, 0.7, 1.0], [-0.5, -1.4, -0.3], [1.3, -0.4, 0.1], [-0.1, -0.3, -0.7], [-0.4, -0.7, 0.2], [-0.8, 0.3, 2.4], [0.1, -0.9, 0.0], [-0.2, -0.1, 1.4], [-0.6, -0.1, 1.3], [0.5, 0.7, -0.6], [0.7, -0.2, 1.7], [0.2, 1.0, 0.6]],
  "lowdin_charge": [0.14, 0.17, 0.03, -0.09, -0.07, -0.10, -0.19, 0.00, 0.00, -0.25, -0.31, 0.02, -0.07, -0.08, 0.13, 0.12, 0.11, 0.11, 0.15, 0.10, 0.16, 0.12, 0.08, 0.11, 0.22, 0.15, 0.13, 0.11],
  "e_above_lowest_kj_mol": 214.8,
  "mol_weight_g_mol": 188.3,
  "total_charge": 1,
  "homo_energy_ha": -0.4484
}